(1)
A cluster of 3 separate species, C2H2N4 in total in a non-equilibrium geometry, computed with ωB97M-V/def2-TZVPD.

Calculated values
Relative energy (zero: lowest compared OMol25 entry of this formula, charge and spin)   43.4 kJ/mol
HOMO-LUMO gap   12.755 eV
SMILES   C#N.C#N.N#N
LUMO energy   0.83 eV

Last column: Mulliken charge in e.
Cartesian coordinates (Å):
C  -0.874  -1.900  -0.805  0.075
N  -1.412  -2.386  0.103  -0.346
H  -0.500  -1.485  -1.738  0.268
C  -1.327  1.159  0.133  0.120
N  -2.207  0.488  0.452  -0.352
H  -0.393  1.791  0.003  0.232
N  3.817  1.434  1.029  -0.103
N  2.896  0.899  0.822  0.106

***

(2)
A structure of composition C17H11BCuF12N3, computed with ωB97M-V/def2-TZVPD.

Calculated values
Relative energy (zero: lowest compared OMol25 entry of this formula, charge and spin)   11.4 kJ/mol
Charge   -2
HOMO-LUMO gap   5.701 eV
LUMO energy   5.06 eV

Last column: Mulliken charge in e.
Cartesian coordinates (Å):
Cu  -0.068  -0.201  0.647  -0.228
C  2.913  -0.273  -0.134  -1.439
N  1.725  0.113  -0.868  1.233
C  1.427  -0.760  -1.996  -1.408
C  -0.040  -1.192  -2.092  -0.529
N  -0.464  -1.710  -0.806  -0.265
C  -1.395  -2.653  -0.780  0.092
C  -2.285  -3.040  -1.828  0.653
F  -2.335  -2.321  -2.983  -0.357
C  -3.204  -4.067  -1.731  -0.111
F  -4.006  -4.340  -2.783  -0.341
C  -3.348  -4.798  -0.574  0.648
F  -4.232  -5.825  -0.485  -0.359
C  -2.526  -4.457  0.490  -0.026
F  -2.611  -5.179  1.627  -0.339
C  -1.606  -3.443  0.396  0.159
F  -0.830  -3.227  1.467  -0.322
C  1.687  1.529  -1.161  -1.392
C  0.313  2.003  -1.611  -0.756
N  -0.687  1.628  -0.636  -0.287
C  -1.914  2.106  -0.791  0.127
C  -2.459  2.858  -1.881  0.776
F  -1.714  3.107  -2.999  -0.370
C  -3.754  3.340  -1.927  -0.109
F  -4.159  4.039  -3.011  -0.347
C  -4.647  3.113  -0.907  0.766
F  -5.914  3.599  -0.946  -0.364
C  -4.189  2.370  0.172  -0.309
F  -5.032  2.137  1.198  -0.343
C  -2.903  1.894  0.226  0.162
F  -2.558  1.198  1.316  -0.296
H  3.838  -0.168  -0.736  0.278
H  2.817  -1.308  0.194  0.368
H  3.001  0.338  0.764  0.319
H  2.024  -1.668  -1.883  0.499
H  1.725  -0.287  -2.948  0.329
H  -0.079  -1.949  -2.886  0.550
H  -0.658  -0.347  -2.417  0.075
H  2.424  1.798  -1.945  0.298
H  1.956  2.061  -0.245  0.423
H  0.117  1.595  -2.614  0.311
H  0.381  3.094  -1.740  0.618
F  1.800  -0.331  3.074  -0.288
B  0.482  -0.190  2.637  0.158
F  -0.290  -0.053  3.767  -0.256

***

(3)
A structure of composition C20H15Cl5CuN2O4 in a non-equilibrium geometry, computed with ωB97M-V/def2-TZVPD.

Calculated values
Relative energy (zero: lowest compared OMol25 entry of this formula, charge and spin)   1879.7 kJ/mol
Multiplicity   2
HOMO-LUMO gap (alpha / beta)   6.359 / 5.811 eV
LUMO energy (alpha / beta)   -1.39 / -1.91 eV

Last column: Mulliken charge in e.
Cartesian coordinates (Å):
Cu  1.550  2.639  0.057  0.211
C  -2.358  4.215  2.263  -0.993
O  -1.530  3.191  1.712  -0.268
C  -2.100  2.137  1.116  0.846
C  -3.526  1.905  1.135  -0.366
C  -4.157  0.797  0.701  -0.744
C  -3.691  -0.485  0.230  -0.444
C  -2.577  -0.877  -0.386  -1.018
C  -1.304  1.261  0.476  0.661
N  0.129  1.286  -0.611  -0.230
N  -0.155  -1.264  -0.526  -0.470
C  0.759  -1.924  0.039  0.617
C  1.406  -1.467  1.340  0.791
O  1.014  -0.459  1.877  -0.568
C  2.470  -2.299  1.890  -0.837
C  2.839  -3.426  1.276  -0.802
C  2.241  -3.905  0.028  0.876
C  2.699  -5.079  -0.561  -0.846
C  2.156  -5.525  -1.755  -0.543
C  1.151  -4.797  -2.378  -0.689
C  0.685  -3.627  -1.802  -0.494
C  1.220  -3.181  -0.601  0.238
H  -2.976  3.829  3.073  0.401
H  -2.982  4.669  1.493  0.411
H  -1.665  4.954  2.653  0.230
H  -4.148  2.698  1.522  0.390
H  -5.236  0.844  0.811  0.353
H  -4.431  -1.273  0.350  0.341
H  -2.423  -1.919  -0.621  0.582
H  2.928  -1.958  2.808  0.442
H  3.628  -4.037  1.701  0.350
H  3.492  -5.641  -0.082  0.395
H  2.525  -6.437  -2.204  0.393
H  0.737  -5.139  -3.317  0.415
H  -0.086  -3.036  -2.280  0.515
Cl  1.811  4.866  0.301  -0.103
C  3.512  5.099  0.941  -0.277
Cl  4.459  3.644  0.866  -0.077
H  3.385  5.428  1.964  0.320
H  3.945  5.868  0.313  0.312
Cl  3.124  1.417  -1.065  -0.644
C  -1.545  0.547  -2.203  0.350
Cl  -2.633  -0.462  -3.021  -0.110
Cl  -1.060  0.247  -0.696  0.789
C  -1.170  1.849  -2.824  0.305
O  -1.637  2.142  -3.903  -0.653
O  -0.477  2.688  -2.101  -0.355

***

(4)
A cluster of 6 separate species, C53H91N4O14PS2 in total in a non-equilibrium geometry, computed with ωB97M-V/def2-TZVPD.

Calculated values
HOMO-LUMO gap   8.319 eV
SMILES   Cc1cccc(Cc2cc(CCCCCCCSc3nnco3)c3c(c2)N(CCCCO)c2cccc(P(=N)(O)O)c2S3)c1.COCCOC.COCCOC.COCCOC.COCCOC.COCCOC
LUMO energy   0.40 eV

Last column: Mulliken charge in e.
Cartesian coordinates (Å):
C  3.299  -2.746  2.716  -2.053
C  2.678  -3.291  1.452  0.549
C  3.336  -4.200  0.646  -0.431
C  2.688  -4.665  -0.492  -1.067
C  1.404  -4.240  -0.812  -0.844
C  0.735  -3.339  -0.006  -0.161
C  -0.665  -2.899  -0.346  -1.544
C  -0.873  -1.403  -0.359  -0.135
C  0.157  -0.541  -0.730  -0.774
C  -0.077  0.828  -0.744  0.639
C  0.998  1.824  -1.069  -1.497
C  1.645  2.402  0.230  -1.143
C  1.583  1.471  1.433  1.174
C  2.487  1.937  2.588  -1.258
C  2.632  0.821  3.632  0.157
C  1.353  0.472  4.417  -0.951
C  0.905  -0.947  4.047  0.420
S  -0.073  -1.635  5.415  -0.366
C  -0.697  -3.093  4.744  0.321
N  -0.419  -4.297  5.127  -0.052
N  -1.167  -5.139  4.376  -0.525
C  -1.849  -4.405  3.568  0.018
O  -1.608  -3.104  3.744  -0.134
C  -1.348  1.319  -0.424  0.406
C  -2.381  0.478  -0.038  -0.466
C  -2.119  -0.891  -0.003  -0.337
N  -3.701  0.927  0.276  0.453
C  -3.976  1.174  1.700  -1.018
C  -3.207  2.306  2.377  0.796
C  -3.405  2.315  3.887  -0.907
C  -4.659  3.055  4.323  -0.526
O  -4.543  4.458  4.135  -0.548
C  -4.155  1.988  -0.562  -1.153
C  -5.484  1.934  -0.975  -0.624
C  -6.028  2.896  -1.807  -1.341
C  -5.224  3.940  -2.229  -0.621
C  -3.887  4.022  -1.845  1.388
P  -2.898  5.387  -2.471  0.670
N  -2.034  4.950  -3.700  -0.615
O  -1.994  5.895  -1.280  -0.482
O  -3.916  6.590  -2.810  -0.539
C  -3.350  3.037  -1.005  0.757
S  -1.649  3.066  -0.517  0.017
C  1.397  -2.858  1.120  2.096
H  2.549  -2.704  3.499  0.693
H  3.652  -1.733  2.542  0.484
H  4.109  -3.385  3.044  0.508
H  4.320  -4.563  0.892  0.572
H  3.200  -5.379  -1.118  0.497
H  0.965  -4.664  -1.702  0.483
H  -1.363  -3.384  0.334  0.262
H  -0.885  -3.287  -1.340  0.541
H  1.129  -0.919  -0.996  0.910
H  0.555  2.645  -1.623  0.598
H  1.767  1.400  -1.706  0.179
H  1.092  3.309  0.467  0.283
H  2.677  2.681  0.038  0.571
H  0.574  1.443  1.835  -0.364
H  1.907  0.467  1.172  0.014
H  2.046  2.810  3.062  0.334
H  3.477  2.149  2.191  0.523
H  3.464  1.015  4.304  0.458
H  2.892  -0.086  3.090  -0.481
H  1.515  0.506  5.492  0.529
H  0.575  1.182  4.149  0.217
H  0.331  -0.936  3.126  -0.286
H  1.788  -1.570  3.949  -0.474
H  -2.555  -4.738  2.838  0.483
H  -2.890  -1.595  0.269  0.567
H  -3.868  0.265  2.284  0.420
H  -5.032  1.437  1.748  0.405
H  -2.144  2.256  2.167  -0.280
H  -3.579  3.257  2.003  0.193
H  -3.418  1.322  4.328  0.493
H  -2.573  2.844  4.351  0.269
H  -4.825  2.845  5.379  0.394
H  -5.529  2.690  3.779  0.121
H  -4.280  4.855  4.963  0.338
H  -6.087  1.102  -0.649  0.527
H  -7.060  2.808  -2.101  0.406
H  -5.639  4.687  -2.888  0.165
H  -2.282  5.503  -4.513  0.196
H  -1.171  6.186  -1.698  0.332
H  -4.383  6.329  -3.612  0.359
H  0.888  -2.130  1.738  -0.318
C  2.223  -6.209  3.497  -0.335
O  3.130  -5.861  4.532  -0.410
C  2.508  -5.727  5.800  -0.055
C  2.717  -6.952  6.663  -0.764
O  2.071  -8.095  6.126  -0.385
C  2.948  -8.965  5.436  -0.698
H  2.810  -6.525  2.636  0.231
H  1.569  -7.027  3.806  0.474
H  1.624  -5.337  3.213  -0.135
H  1.439  -5.521  5.685  0.132
H  2.966  -4.866  6.298  0.402
H  2.281  -6.765  7.649  0.414
H  3.786  -7.141  6.798  0.336
H  3.563  -9.533  6.143  0.324
H  3.597  -8.420  4.747  0.299
H  2.337  -9.661  4.864  0.244
C  2.896  -2.431  -3.562  -0.811
O  1.725  -1.670  -3.806  -0.269
C  1.978  -0.355  -4.270  0.085
C  1.817  -0.245  -5.770  -0.952
O  2.795  -1.007  -6.459  -0.234
C  2.309  -2.251  -6.935  -0.464
H  2.590  -3.471  -3.464  0.156
H  3.610  -2.349  -4.385  0.505
H  3.376  -2.117  -2.628  0.282
H  2.980  -0.026  -3.972  0.330
H  1.247  0.304  -3.792  0.080
H  1.952  0.801  -6.063  0.383
H  0.809  -0.550  -6.066  0.366
H  1.677  -2.101  -7.817  0.320
H  1.742  -2.784  -6.167  0.253
H  3.171  -2.857  -7.214  -0.006
C  -8.918  0.145  8.973  -0.689
O  -9.057  1.552  9.070  -0.373
C  -7.841  2.219  9.365  -0.579
C  -7.220  2.831  8.129  -0.477
O  -6.806  1.842  7.200  -0.333
C  -7.713  1.666  6.126  -0.824
H  -9.824  -0.244  8.512  0.244
H  -8.060  -0.135  8.358  0.292
H  -8.810  -0.299  9.969  0.323
H  -7.134  1.538  9.848  0.330
H  -8.075  3.020  10.074  0.383
H  -6.328  3.392  8.426  0.362
H  -7.918  3.532  7.661  0.369
H  -7.630  2.497  5.418  0.321
H  -8.745  1.588  6.475  0.411
H  -7.448  0.740  5.617  0.250
C  0.267  6.224  -6.061  -0.512
O  -0.594  7.198  -6.638  -0.400
C  -0.820  8.313  -5.792  -0.225
C  0.030  9.502  -6.181  -0.636
O  1.412  9.252  -5.986  -0.380
C  2.097  8.919  -7.180  -0.721
H  0.577  5.544  -6.853  0.243
H  1.157  6.681  -5.624  0.276
H  -0.267  5.656  -5.296  0.202
H  -0.642  8.045  -4.745  0.209
H  -1.875  8.589  -5.893  0.366
H  -0.239  10.351  -5.545  0.378
H  -0.169  9.785  -7.220  0.334
H  2.253  9.810  -7.796  0.320
H  1.555  8.167  -7.758  0.322
H  3.067  8.511  -6.899  0.245
C  8.859  -4.043  -6.782  -0.680
O  8.596  -4.469  -8.107  -0.378
C  7.476  -5.332  -8.209  -0.535
C  6.241  -4.602  -8.690  -0.576
O  5.796  -3.638  -7.748  -0.243
C  6.179  -2.314  -8.087  -0.892
H  9.561  -3.212  -6.837  0.244
H  7.951  -3.704  -6.278  0.273
H  9.316  -4.852  -6.202  0.323
H  7.277  -5.821  -7.250  0.338
H  7.731  -6.108  -8.937  0.368
H  5.432  -5.328  -8.819  0.366
H  6.430  -4.134  -9.660  0.370
H  5.559  -1.938  -8.908  0.318
H  7.232  -2.262  -8.371  0.465
H  6.021  -1.686  -7.212  0.237

***

Energy? In order: -296.40836 -3682.45542 -5122.34107 -4484.01872 Ha.